C3H10N3O | ωB97M-V with the def2-TZVPD basis set

Output
relative energy (zero: lowest compared OMol25 entry of this formula, charge and spin) = 50.96 kcal/mol
SMILES string = NC(=O)[C@H](N)C[NH3+]
2S+1 = 1
DFT total energy = -359.5587 a.u.
total charge = +1
lowest unoccupied orbital energy = -3.3 eV
max |F| = 6.76 eV/Å

Last column: natural (NBO) charge in e.
Element x y z (Å)
N (1.655, -0.998, -1.388)  -0.74
C (0.548, -0.472, -1.131)  0.66
O (-0.511, -0.512, -1.754)  -0.67
C (0.428, 0.089, 0.291)  -0.17
N (1.173, -0.582, 1.353)  -0.81
C (-1.017, -0.060, 0.603)  -0.20
N (-1.765, 1.108, -0.093)  -0.67
H (1.876, -1.290, -2.388)  0.44
H (2.433, -0.969, -0.694)  0.43
H (0.533, 1.175, 0.290)  0.18
H (0.780, -0.412, 2.225)  0.37
H (2.110, -0.074, 1.532)  0.38
H (-1.432, -1.000, 0.281)  0.26
H (-1.232, -0.083, 1.720)  0.23
H (-2.664, 1.263, 0.228)  0.43
H (-1.216, 1.896, 0.069)  0.41
H (-1.699, 0.920, -1.144)  0.49

---

C3H10N3O | ωB97M-V with the def2-TZVPD basis set

Output
relative energy (zero: lowest compared OMol25 entry of this formula, charge and spin) = 148.21 kcal/mol
SMILES string = COC/[N+](C)=N\N
2S+1 = 1
DFT total energy = -359.4037 a.u.
total charge = +1
lowest unoccupied orbital energy (alpha / beta) = -5.9 / -5.9 eV
max |F| = 5.68 eV/Å

Last column: natural (NBO) charge in e.
Element x y z (Å)
C (-1.708, 1.310, 0.755)  -0.27
O (-0.392, 1.529, 0.109)  -0.56
C (-0.145, 0.653, -0.948)  0.07
N (0.563, -0.618, -0.432)  -0.19
C (0.755, -1.547, -1.489)  -0.44
N (1.933, -0.550, 0.404)  0.19
N (2.258, 0.518, 1.024)  -0.39
H (-1.659, 0.359, 1.319)  0.20
H (-2.568, 1.347, 0.008)  0.20
H (-1.751, 2.192, 1.356)  0.22
H (-1.089, 0.268, -1.243)  0.22
H (0.529, 1.233, -1.649)  0.22
H (1.668, -2.020, -1.282)  0.24
H (0.721, -0.932, -2.375)  0.20
H (-0.104, -2.202, -1.553)  0.24
H (1.709, 1.367, 1.124)  0.43
H (3.062, 0.555, 1.581)  0.42

---

C3H10N3O | ωB97M-V with the def2-TZVPD basis set

Output
relative energy (zero: lowest compared OMol25 entry of this formula, charge and spin) = 154.30 kcal/mol
2S+1 = 1
DFT total energy = -359.3940 a.u.
total charge = +1
lowest unoccupied orbital energy = -2.9 eV
max |F| = 3.95 eV/Å

Last column: natural (NBO) charge in e.
Element x y z (Å)
C (1.352, -0.176, 1.345)  -0.41
C (1.386, 0.725, -0.905)  -0.44
C (-3.417, -0.452, 0.186)  0.07
N (-2.744, 0.406, -0.088)  0.18
N (-0.259, -0.907, -0.337)  -0.65
N (0.494, 0.193, 0.144)  -0.22
O (-1.918, 1.247, -0.407)  -0.50
H (0.911, 0.096, 2.287)  0.24
H (1.627, -1.188, 1.345)  0.23
H (2.204, 0.412, 1.318)  0.23
H (0.911, 1.284, -1.676)  0.25
H (2.244, 1.349, -0.492)  0.24
H (1.813, -0.205, -1.470)  0.23
H (-0.726, -0.812, -1.293)  0.41
H (-4.185, -1.219, 0.126)  0.28
H (0.416, -1.731, -0.597)  0.38
H (-0.110, 0.977, 0.516)  0.48

---

C3H10N3O | ωB97M-V with the def2-TZVPD basis set

Output
relative energy (zero: lowest compared OMol25 entry of this formula, charge and spin) = 100.86 kcal/mol
2S+1 = 1
DFT total energy = -359.4792 a.u.
total charge = +1
lowest unoccupied orbital energy = -3.9 eV
max |F| = 3.90 eV/Å

Last column: natural (NBO) charge in e.
Element x y z (Å)
C (1.231, 1.037, 1.157)  0.54
C (-1.342, 1.095, -0.502)  -0.65
C (-0.575, -0.179, -0.101)  0.27
N (0.377, -0.772, -1.690)  -0.86
N (0.499, -0.108, 0.770)  -0.33
N (0.673, -1.313, 1.435)  -0.65
O (1.057, 2.121, 0.685)  -0.50
H (1.984, 0.727, 1.879)  0.15
H (-2.169, 0.955, -1.244)  0.25
H (-0.720, 1.860, -0.806)  0.26
H (-1.898, 1.143, 0.367)  0.26
H (-1.251, -1.054, 0.149)  0.22
H (-0.176, -0.407, -2.485)  0.42
H (0.331, -1.815, -1.687)  0.44
H (-0.207, -1.848, 1.317)  0.37
H (0.918, -1.214, 2.450)  0.40
H (1.270, -0.227, -1.692)  0.44

---

C3H10N3O2 | ωB97M-V with the def2-TZVPD basis set

Output
relative energy (zero: lowest compared OMol25 entry of this formula, charge and spin) = 175.77 kcal/mol
SMILES string = C[NH2+]N[C@H](N=O)OC
2S+1 = 1
DFT total energy = -434.6200 a.u.
total charge = +1
lowest unoccupied orbital energy = -4.4 eV
max |F| = 3.59 eV/Å

Last column: natural (NBO) charge in e.
Element x y z (Å)
C (-0.952, 2.433, 0.495)  -0.46
N (-0.065, 1.295, 0.739)  -0.39
N (-0.843, 0.095, 0.984)  -0.45
C (-0.127, -1.056, 0.362)  0.29
N (1.316, -1.044, 0.851)  0.08
O (1.901, -2.071, 0.654)  -0.20
O (-0.004, -0.801, -0.970)  -0.54
C (0.591, -1.740, -1.924)  -0.27
H (-1.800, 2.121, -0.230)  0.26
H (-1.539, 2.677, 1.423)  0.24
H (-0.492, 3.383, 0.138)  0.26
H (0.666, 1.158, -0.097)  0.47
H (0.650, 1.529, 1.407)  0.43
H (-1.135, -0.072, 2.046)  0.43
H (-0.758, -1.945, 0.633)  0.21
H (0.837, -1.200, -2.804)  0.22
H (0.113, -2.714, -2.046)  0.22
H (1.643, -2.048, -1.660)  0.20

---

C3H10N3O3 | ωB97M-V with the def2-TZVPD basis set

Output
relative energy (zero: lowest compared OMol25 entry of this formula, charge and spin) = 18.82 kcal/mol
SMILES string = N[C@]([NH3+])(O)[C@@](N)(O)C=O
2S+1 = 1
DFT total energy = -510.0087 a.u.
total charge = +1
lowest unoccupied orbital energy = -3.5 eV
max |F| = 3.95 eV/Å

Last column: natural (NBO) charge in e.
Element x y z (Å)
N (-0.323, -1.881, 0.636)  -0.85
C (-0.107, -0.864, -0.250)  0.57
N (-1.385, -0.418, -1.147)  -0.73
O (0.957, -1.057, -1.160)  -0.69
C (0.169, 0.548, 0.331)  0.22
N (0.056, 1.657, -0.837)  -0.86
O (-0.706, 0.766, 1.391)  -0.75
C (1.539, 0.777, 0.846)  0.39
O (1.648, 1.126, 2.015)  -0.48
H (-1.075, -1.797, 1.355)  0.44
H (0.390, -2.512, 0.736)  0.41
H (-2.000, -0.106, -0.467)  0.42
H (-0.903, 0.396, -1.495)  0.46
H (-1.700, -1.122, -1.749)  0.44
H (1.294, -1.913, -1.214)  0.50
H (-0.800, 2.154, -0.579)  0.39
H (0.764, 2.326, -0.748)  0.40
H (-0.210, 1.144, 2.218)  0.54
H (2.392, 0.773, 0.118)  0.18

---

C3H10N3O7Sn2 | ωB97M-V with the def2-TZVPD basis set

Output
⟨S²⟩ = 0.753
2S+1 = 2
DFT total energy = -1238.7801 a.u.
total charge = +2
lowest unoccupied orbital energy (alpha / beta) = -10.3 / -10.3 eV
max |F| = 3.59 eV/Å

Last column: Mulliken spin population.
Element x y z (Å)
Sn (1.967, 1.661, 2.635)  0.00
Sn (-3.287, 1.243, 3.071)  1.02
O (-0.620, 0.582, 1.996)  -0.01
H (-0.400, -0.069, 1.302)  0.00
C (1.804, 3.051, -1.810)  0.00
N (1.382, 1.600, -1.604)  0.00
O (1.623, 1.107, -0.497)  0.00
O (1.000, 1.015, -2.590)  0.00
H (1.697, 3.676, -0.923)  0.00
H (1.199, 3.454, -2.622)  0.00
H (2.869, 3.016, -2.038)  0.00
C (-1.602, 0.225, -1.550)  -0.01
N (-2.716, -0.586, -0.998)  0.00
O (-3.329, -1.354, -1.752)  0.00
O (-3.032, -0.354, 0.171)  0.00
H (-2.006, 0.952, -2.255)  0.00
H (-1.049, -0.525, -2.116)  0.00
H (-1.068, 0.554, -0.659)  0.01
C (0.200, -2.974, 1.582)  0.00
N (1.583, -2.453, 1.961)  0.00
O (2.113, -3.044, 2.907)  0.00
O (1.977, -1.454, 1.362)  0.00
H (-0.211, -3.428, 2.484)  0.00
H (0.306, -3.720, 0.794)  0.00
H (-0.399, -2.173, 1.149)  0.00

---

C3H10N3S | ωB97M-V with the def2-TZVPD basis set

Output
relative energy (zero: lowest compared OMol25 entry of this formula, charge and spin) = 24.15 kcal/mol
2S+1 = 1
DFT total energy = -682.7838 a.u.
total charge = -1
lowest unoccupied orbital energy = 3.7 eV
max |F| = 2.25 eV/Å

Last column: natural (NBO) charge in e.
Element x y z (Å)
C (-0.253, -1.840, 1.166)  -0.22
C (-1.408, -1.497, 0.176)  -0.54
S (-0.939, -1.276, -1.546)  -0.61
N (0.770, -0.734, 1.340)  -0.87
H (0.270, -2.739, 0.837)  0.17
H (-0.690, -2.022, 2.172)  0.15
H (-1.856, -0.569, 0.530)  0.19
H (-2.128, -2.340, 0.294)  0.18
H (0.274, 0.116, 1.648)  0.36
H (1.143, -0.496, 0.413)  0.37
N (0.909, 1.066, -1.619)  -0.86
C (0.729, 2.204, -0.882)  0.28
N (0.114, 2.285, 0.287)  -0.78
H (0.169, 0.263, -1.638)  0.40
H (1.486, 1.225, -2.414)  0.36
H (1.223, 3.067, -1.336)  0.11
H (0.187, 3.286, 0.572)  0.31

---

C3H10N3S | ωB97M-V with the def2-TZVPD basis set

Output
relative energy (zero: lowest compared OMol25 entry of this formula, charge and spin) = 136.51 kcal/mol
2S+1 = 1
DFT total energy = -682.3229 a.u.
total charge = +1
lowest unoccupied orbital energy = -5.5 eV
max |F| = 4.76 eV/Å

Last column: natural (NBO) charge in e.
Element x y z (Å)
C (0.058, -0.375, 1.017)  -0.09
C (-1.750, 0.979, -0.074)  -0.44
C (1.510, -2.014, -0.353)  -0.49
N (-0.423, 0.702, 0.111)  -0.29
N (1.360, -0.977, 0.630)  -0.29
N (0.533, 1.729, 0.017)  -0.50
S (2.186, 0.984, -0.045)  0.39
H (0.131, 0.220, 1.931)  0.20
H (-0.685, -1.142, 1.075)  0.24
H (-2.004, 1.335, -1.141)  0.21
H (-2.342, 0.124, -0.038)  0.25
H (-2.113, 1.804, 0.500)  0.19
H (1.676, -2.891, 0.220)  0.25
H (0.676, -2.315, -0.946)  0.21
H (2.444, -2.022, -1.032)  0.27
H (0.477, 2.054, -0.981)  0.46
H (0.450, 2.571, 0.679)  0.43

---

C3H10N4 | ωB97M-V with the def2-TZVPD basis set

Output
relative energy (zero: lowest compared OMol25 entry of this formula, charge and spin) = 78.11 kcal/mol
SMILES string = CN(C)/N=C/NN
2S+1 = 1
DFT total energy = -339.2035 a.u.
lowest unoccupied orbital energy = 1.1 eV
max |F| = 3.75 eV/Å

Last column: natural (NBO) charge in e.
Element x y z (Å)
C (1.746, -1.216, -0.166)  -0.41
N (0.954, 0.000, -0.366)  -0.32
C (1.559, 1.176, 0.337)  -0.43
N (-0.327, -0.291, -0.011)  -0.40
C (-1.129, 0.291, -0.836)  0.26
N (-2.415, 0.049, -0.557)  -0.47
N (-2.729, -0.290, 0.747)  -0.63
H (1.352, -1.992, -0.775)  0.20
H (2.782, -1.122, -0.464)  0.20
H (1.719, -1.586, 0.858)  0.17
H (0.918, 2.093, 0.449)  0.20
H (1.876, 0.885, 1.325)  0.17
H (2.462, 1.444, -0.193)  0.20
H (-0.977, 1.273, -1.525)  0.19
H (-3.225, 0.145, -1.162)  0.39
H (-2.312, -1.190, 0.978)  0.35
H (-2.254, 0.330, 1.361)  0.34